Record 1
# C42H44N2O3P

A cluster of 2 separate species, C42H44N2O3P in total in a non-equilibrium geometry (the ωB97M-V functional and the def2-TZVPD basis, the Open Molecules 2025 dataset).

Calculated values
DFT total energy (eV): -62671.1573
Maximum force (eV Å⁻¹): 2.331
HOMO-LUMO gap (eV): 6.1
LUMO (eV): -3.96

Structure (ORCA input):
```
! RIJCOSX wB97M-V def2-TZVPD def2/J DEFGRID3
* xyz 1 1
C 6.29 1.97 5.32
C 4.94 1.33 5.02
N 4.84 0.65 3.74
C 3.70 -0.06 3.46
C 3.66 -0.97 2.38
C 2.51 -1.65 2.08
C 1.29 -1.38 2.76
C 0.09 -2.13 2.43
C -1.18 -1.50 2.75
C -1.41 -0.18 2.30
C -2.58 0.49 2.59
C -3.55 -0.11 3.43
N -4.73 0.56 3.76
C -5.13 0.55 5.17
C -6.57 1.01 5.34
O -6.85 2.22 4.62
C -6.53 2.12 3.23
C -5.07 1.77 3.01
C -3.33 -1.42 3.90
C -2.18 -2.12 3.55
C 1.34 -0.47 3.85
C 2.52 0.15 4.22
C 5.99 0.45 2.86
C 7.14 1.38 3.20
O 7.37 1.39 4.60
H 6.23 3.05 5.09
H 6.54 1.82 6.39
H 4.70 0.62 5.84
H 4.19 2.14 5.05
H 4.55 -1.15 1.77
H 2.51 -2.42 1.31
H 0.19 -3.21 2.57
H -0.63 0.30 1.70
H -2.73 1.51 2.22
H -5.05 -0.47 5.55
H -4.49 1.22 5.78
H -7.27 0.21 5.01
H -6.77 1.29 6.39
H -7.17 1.36 2.73
H -6.76 3.12 2.84
H -4.46 2.64 3.32
H -4.91 1.58 1.94
H -4.08 -1.90 4.53
H -2.00 -3.12 3.93
H 0.44 -0.31 4.44
H 2.51 0.83 5.07
H 6.36 -0.59 2.92
H 5.67 0.66 1.83
H 8.07 0.98 2.77
H 6.91 2.38 2.80
C -2.26 -2.73 -0.31
C -0.86 -3.10 -0.72
C -0.01 -3.58 0.36
P 1.38 -4.44 -0.29
C 1.15 -6.03 -1.12
C 0.75 -6.04 -2.47
C 0.71 -7.25 -3.17
C 1.02 -8.44 -2.51
C 1.37 -8.44 -1.16
C 1.41 -7.23 -0.45
C 2.39 -3.51 -1.47
C 3.31 -4.19 -2.30
C 4.04 -3.47 -3.25
C 3.85 -2.10 -3.39
C 2.94 -1.43 -2.56
C 2.23 -2.12 -1.58
C 2.42 -4.82 1.13
C 3.81 -4.61 1.07
C 4.56 -4.73 2.23
C 3.95 -5.07 3.44
C 2.58 -5.32 3.49
C 1.81 -5.22 2.33
O -0.53 -3.05 -1.93
H -2.28 -2.30 0.69
H -2.66 -2.02 -1.03
H -2.87 -3.65 -0.31
H -0.58 -4.17 1.10
H 0.48 -5.11 -2.96
H 0.44 -7.25 -4.23
H 0.97 -9.39 -3.06
H 1.60 -9.37 -0.64
H 1.69 -7.23 0.60
H 3.44 -5.27 -2.21
H 4.76 -4.01 -3.88
H 4.42 -1.54 -4.13
H 2.77 -0.36 -2.67
H 1.54 -1.60 -0.92
H 4.27 -4.34 0.12
H 5.63 -4.53 2.19
H 4.54 -5.12 4.35
H 2.09 -5.58 4.43
H 0.74 -5.46 2.36
*
```


Record 2
# C53H55Cl2N5O3W

A structure of composition C53H55Cl2N5O3W in a non-equilibrium geometry (the ωB97M-V functional and the def2-TZVPD basis, the Open Molecules 2025 dataset).

Calculated values
DFT total energy (eV): -96322.5407
Maximum force (eV Å⁻¹): 1.081
HOMO-LUMO gap (alpha / beta) (eV): 5.4 / 5.4
LUMO (alpha / beta) (eV): -0.87 / -0.88

Structure (ORCA input):
```
! RIJCOSX wB97M-V def2-TZVPD def2/J DEFGRID3
* xyz 0 1
W 0.15 0.10 -0.06
C 4.40 1.74 -4.64
C 4.50 2.00 -3.14
C 3.16 2.05 -2.48
C 2.38 3.13 -2.22
C 2.71 4.57 -2.46
C 3.42 5.21 -1.27
C 1.18 2.64 -1.60
C 0.17 3.45 -1.13
C -0.97 3.03 -0.45
C -1.95 3.91 0.09
C -1.93 5.41 0.00
C -2.53 5.92 -1.31
C -2.89 3.13 0.69
C -2.46 1.77 0.49
C -3.18 0.64 0.84
C -2.85 -0.63 0.43
N -1.72 -1.00 -0.29
C -1.94 -2.31 -0.61
C -1.06 -3.12 -1.29
C 0.18 -2.70 -1.69
N 0.66 -1.43 -1.53
C 1.95 -1.48 -2.04
C 2.78 -0.42 -2.25
C 2.40 0.90 -2.05
N 1.21 1.26 -1.52
C 2.28 -2.82 -2.46
C 1.17 -3.57 -2.27
C 0.96 -5.02 -2.58
C 0.25 -5.24 -3.92
C 3.63 -3.26 -2.93
C 4.62 -3.39 -1.77
C -3.19 -2.78 -0.09
C -3.75 -1.75 0.58
C -5.06 -1.70 1.30
C -6.20 -1.20 0.41
C -3.75 -4.16 -0.30
C -4.45 -4.31 -1.66
N -1.28 1.72 -0.19
C -4.12 3.55 1.43
C -3.94 3.47 2.95
H 5.39 1.74 -5.11
H 3.80 2.51 -5.13
H 3.93 0.78 -4.85
H 5.02 2.94 -2.96
H 5.11 1.23 -2.67
H 1.80 5.13 -2.69
H 3.34 4.65 -3.35
H 2.81 5.14 -0.37
H 3.65 6.26 -1.45
H 4.36 4.69 -1.05
H 0.29 4.51 -1.27
H -0.90 5.77 0.11
H -2.48 5.82 0.85
H -2.01 5.49 -2.17
H -2.46 7.01 -1.38
H -3.58 5.64 -1.39
H -4.11 0.77 1.37
H -1.33 -4.15 -1.47
H 3.76 -0.61 -2.67
H 0.39 -5.49 -1.77
H 1.93 -5.53 -2.59
H -0.71 -4.72 -3.94
H 0.07 -6.30 -4.10
H 0.85 -4.85 -4.74
H 4.02 -2.54 -3.66
H 3.54 -4.21 -3.46
H 4.74 -2.44 -1.24
H 5.60 -3.72 -2.11
H 4.25 -4.12 -1.04
H -4.97 -1.06 2.18
H -5.30 -2.69 1.68
H -6.00 -0.19 0.05
H -7.15 -1.18 0.96
H -6.33 -1.84 -0.46
H -4.44 -4.40 0.50
H -2.94 -4.90 -0.23
H -5.31 -3.65 -1.73
H -4.79 -5.34 -1.81
H -3.77 -4.06 -2.47
H -4.97 2.92 1.13
H -4.39 4.57 1.15
H -3.76 2.44 3.27
H -4.82 3.84 3.48
H -3.07 4.06 3.26
Cl 4.73 0.11 1.24
C 3.84 -1.25 1.84
C 4.48 -2.11 2.73
C 3.82 -3.20 3.22
Cl 4.63 -4.25 4.36
C 2.50 -3.49 2.81
C 1.76 -4.60 3.27
C 0.49 -4.81 2.82
C -0.03 -3.91 1.87
N 0.62 -2.87 1.41
C 1.87 -2.62 1.88
C 2.53 -1.44 1.40
O 2.02 -0.59 0.55
H 5.49 -1.90 3.04
H 2.22 -5.27 3.99
H -0.10 -5.65 3.15
H -1.03 -4.06 1.47
C -1.53 -0.24 3.99
C -0.70 0.42 2.93
O -0.49 -0.25 1.90
C -0.21 1.76 3.09
C -0.56 2.54 4.21
C -0.09 3.82 4.36
C 0.76 4.35 3.38
C 1.13 3.62 2.28
C 0.65 2.29 2.09
O 1.04 1.65 1.04
H -1.79 -1.24 3.65
H -2.45 0.33 4.16
H -0.99 -0.30 4.93
H -1.21 2.12 4.96
H -0.37 4.41 5.22
H 1.15 5.36 3.49
H 1.80 4.01 1.53
*
```


Record 3
# C22H51CuGeNOSbSi3

A structure of composition C22H51CuGeNOSbSi3 in a non-equilibrium geometry (the ωB97M-V functional and the def2-TZVPD basis, the Open Molecules 2025 dataset).

Calculated values
DFT total energy (eV): -158500.3676
Maximum force (eV Å⁻¹): 1.779
HOMO-LUMO gap (alpha / beta) (eV): 7.3 / 7.1
LUMO (alpha / beta) (eV): -2.90 / -4.24

Structure (ORCA input):
```
! RIJCOSX wB97M-V def2-TZVPD def2/J DEFGRID3
* xyz 1 2
Cu 0.25 0.18 -0.09
O -0.38 -0.90 1.43
N 0.24 -2.02 1.60
C -0.24 -3.15 1.03
C 0.44 -4.33 1.12
C 1.64 -4.39 1.83
C 2.09 -3.24 2.46
C 1.37 -2.07 2.33
H -1.18 -3.04 0.51
H 0.04 -5.21 0.64
H 2.20 -5.31 1.89
H 2.99 -3.24 3.04
H 1.67 -1.14 2.80
C -4.68 0.07 -3.57
C -4.75 -1.36 -3.07
C -3.39 -2.04 -2.94
C -2.55 -1.61 -1.73
Ge -1.40 0.06 -1.79
C -0.27 0.03 -3.47
C -0.93 0.23 -4.83
C -1.42 1.65 -5.07
C -1.99 1.79 -6.48
H -5.69 0.45 -3.75
H -4.13 0.13 -4.51
H -4.20 0.72 -2.84
H -5.35 -1.95 -3.77
H -5.26 -1.39 -2.10
H -2.82 -1.90 -3.85
H -3.57 -3.12 -2.84
H -1.83 -2.41 -1.53
H -3.19 -1.55 -0.85
H -2.33 1.28 -1.87
H 0.21 -0.96 -3.45
H 0.52 0.77 -3.35
H -1.77 -0.46 -4.95
H -0.20 -0.02 -5.61
H -0.59 2.35 -4.95
H -2.19 1.91 -4.34
H -1.22 1.59 -7.22
H -2.36 2.80 -6.65
H -2.81 1.09 -6.64
C 4.63 -0.28 1.90
Si 4.09 1.50 1.44
C 5.68 2.47 1.07
C 3.12 2.32 2.87
Sb 2.45 1.36 -0.61
Si 2.01 3.87 -1.23
C 0.92 4.60 0.14
C 3.69 4.76 -1.35
C 1.09 3.86 -2.90
Si 3.88 0.25 -2.52
C 3.97 -1.58 -2.00
C 5.60 1.08 -2.51
C 3.18 0.41 -4.28
H 5.26 -0.27 2.79
H 5.22 -0.72 1.10
H 3.79 -0.94 2.09
H 6.32 2.48 1.95
H 5.49 3.50 0.80
H 6.25 2.01 0.27
H 3.70 2.31 3.79
H 2.18 1.83 3.07
H 2.91 3.36 2.64
H 1.41 4.56 1.11
H -0.02 4.05 0.23
H 0.68 5.64 -0.06
H 4.16 4.85 -0.38
H 3.56 5.76 -1.74
H 4.38 4.24 -2.01
H 0.17 3.29 -2.82
H 1.70 3.43 -3.69
H 0.83 4.87 -3.20
H 4.47 -1.70 -1.04
H 4.50 -2.18 -2.72
H 2.97 -2.00 -1.90
H 6.17 0.85 -1.61
H 5.52 2.16 -2.60
H 6.19 0.72 -3.36
H 2.35 -0.26 -4.47
H 3.96 0.18 -5.00
H 2.85 1.42 -4.50
*
```